DFT (ωB97M-V/def2-TZVPD) results for a molecular structure, C8H22N2O2Rb.

Output
LUMO energy in Ha: -0.1312
ΔE to the lowest compared entry with this formula, charge and spin in kcal per mole: 46.10
Kohn-Sham gap in Ha: 0.310
Multiplicity: 1
Charge: +1
DFT total energy in eV: -16376.5886

Geometry (Å):
Rb -2.90 -0.02 -1.42
C -0.48 5.70 -1.35
C -0.96 4.27 -1.83
C 0.04 3.51 -2.64
O -0.52 2.42 -3.37
C 0.48 1.60 -3.90
N -1.33 3.61 -0.58
H -1.23 6.26 -0.79
H -0.21 6.23 -2.26
H 0.39 5.60 -0.71
H -1.84 4.33 -2.48
H 0.94 3.24 -2.09
H 0.44 4.26 -3.32
H 1.11 2.18 -4.57
H 0.10 0.78 -4.52
H 1.22 1.25 -3.18
H -0.51 3.19 -0.17
H -1.58 4.40 0.00
C -1.53 -4.25 1.77
C -0.38 -3.24 1.68
C 0.90 -3.69 2.34
O 0.89 -3.36 3.74
C 2.10 -3.78 4.36
N -0.09 -3.02 0.26
H -2.42 -3.77 1.36
H -1.65 -4.66 2.77
H -1.29 -5.04 1.06
H -0.68 -2.30 2.14
H 1.76 -3.21 1.87
H 1.04 -4.75 2.14
H 2.21 -4.85 4.56
H 2.03 -3.17 5.26
H 3.01 -3.45 3.85
H 0.23 -3.85 -0.22
H 0.72 -2.43 0.23

***

DFT (ωB97M-V/def2-TZVPD) results for C3H5N3 in the gas phase.

Output
LUMO energy in Ha: 0.0157
ΔE to the lowest compared entry with this formula, charge and spin in kcal per mole: 80.74
Kohn-Sham gap in Ha: 0.324
Multiplicity: 1
Charge: 0
DFT total energy in eV: -7658.9544

Geometry (Å):
H -2.43 0.32 1.68
N -1.59 0.33 1.08
N -1.85 1.09 0.13
C -0.79 1.19 -0.84
C 0.19 0.31 -0.90
C 0.76 -0.81 -0.48
N 1.72 -0.92 0.49
H -0.93 2.03 -1.53
H 0.44 -1.75 -0.93
H 2.14 -0.07 0.84
H 2.33 -1.72 0.46

***

DFT (ωB97M-V/def2-TZVPD) results for 2 unconnected molecules or ions with the total composition C10H15O3S.

Output
LUMO energy (alpha / beta) in Ha: 0.1173 / 0.0468
Kohn-Sham gap (alpha / beta) in Ha: 0.190 / 0.240
Multiplicity: 3
Charge: -1
DFT total energy in eV: -27588.3846

Geometry (Å):
C -1.12 -1.36 -1.87
C -1.17 -0.10 -1.17
C 1.00 3.20 -1.91
C -0.83 -2.34 -1.01
C 1.48 2.18 -1.23
C -0.90 -0.29 0.14
C -0.67 -1.77 0.38
C -0.74 0.73 1.20
C -1.75 -2.34 1.31
C 0.72 -2.03 0.95
O 1.24 3.46 1.04
O 2.25 1.24 1.09
O 3.47 3.12 0.09
S 2.17 2.54 0.40
H -1.30 -1.46 -2.93
H -1.36 0.85 -1.64
H 0.61 3.14 -2.92
H 0.98 4.16 -1.43
H -0.73 -3.39 -1.21
H 1.54 1.17 -1.59
H -1.14 0.39 2.15
H -1.21 1.67 0.92
H 0.33 0.94 1.32
H -1.66 -1.90 2.30
H -1.64 -3.42 1.40
H -2.74 -2.13 0.91
H 0.91 -3.10 1.01
H 0.79 -1.60 1.95
H 1.48 -1.56 0.33

***

DFT (ωB97M-V/def2-TZVPD) results for C9H9NO3S2 in the gas phase.

Output
LUMO energy (alpha / beta) in Ha: -0.0875 / -0.0874
ΔE to the lowest compared entry with this formula, charge and spin in kcal per mole: 0.00
Kohn-Sham gap (alpha / beta) in Ha: 0.224 / 0.224
Multiplicity: 1
Charge: 0
DFT total energy in eV: -38777.4821

Geometry (Å):
C -0.31 1.55 -0.86
C -1.66 1.51 -0.75
C -1.65 -0.85 -0.51
C 0.40 0.35 -0.57
C -0.28 -0.90 -0.39
C -2.37 0.33 -0.44
C 2.68 1.14 -0.34
C 2.20 -1.33 -0.16
C 2.53 -1.29 1.34
N 1.73 0.29 -0.49
O -3.57 0.63 1.64
O -4.83 1.06 -0.39
O -4.37 -1.24 0.22
S 0.76 -2.30 -0.58
S -4.00 0.14 0.30
H 0.16 2.51 -0.93
H -2.26 2.56 -0.74
H -2.25 -1.79 -0.46
H 3.74 0.88 -0.48
H 2.39 2.18 0.08
H 3.02 -1.60 -0.69
H 2.08 -2.17 1.95
H 2.20 -0.25 1.81
H 3.67 -1.43 1.44

***

DFT (ωB97M-V/def2-TZVPD) results for C12H8O in the gas phase.

Output
LUMO energy in Ha: -0.0082
ΔE to the lowest compared entry with this formula, charge and spin in kcal per mole: 4.04
Kohn-Sham gap in Ha: 0.310
Multiplicity: 1
Charge: 0
DFT total energy in eV: -14620.1443

Geometry (Å):
O 0.98 -0.48 -3.17
C 0.84 -0.19 -1.99
C 1.88 0.55 -1.06
C 1.18 0.83 0.21
C 1.60 1.40 1.31
C 0.72 1.24 2.50
C -0.57 0.63 2.40
C -1.03 0.15 1.16
C -2.14 -0.69 1.01
C -2.28 -1.42 -0.13
C -1.32 -1.36 -1.20
C -0.23 -0.61 -1.07
C -0.01 0.06 0.18
H 2.67 -0.12 -0.96
H 2.41 1.37 -1.57
H 2.60 1.89 1.41
H 0.91 1.55 3.51
H -1.00 0.66 3.35
H -2.89 -0.72 1.88
H -3.02 -2.18 -0.29
H -1.38 -2.19 -1.91

***

DFT (ωB97M-V/def2-TZVPD) results for C3H3NO2 in the gas phase.

Output
LUMO energy in Ha: 0.0013
ΔE to the lowest compared entry with this formula, charge and spin in kcal per mole: 64.41
Kohn-Sham gap in Ha: 0.356
Multiplicity: 1
Charge: 0
DFT total energy in eV: -8742.3381

Geometry (Å):
C 0.46 0.73 -0.41
O 0.21 -0.46 -1.06
C -0.46 -1.35 -0.23
O -0.75 -2.44 -0.64
C -0.74 -0.72 1.17
N -0.18 0.45 0.96
H -0.08 1.29 1.51
H 1.55 0.92 -0.35
H 0.00 1.58 -0.96

***

DFT (ωB97M-V/def2-TZVPD) results for 2 unconnected molecules or ions with the total composition C4H11INO.

Output
LUMO energy in Ha: 0.1107
ΔE to the lowest compared entry with this formula, charge and spin in kcal per mole: 10.58
Kohn-Sham gap in Ha: 0.236
Multiplicity: 1
Charge: -1
DFT total energy in eV: -15966.4740

Geometry (Å):
I 2.57 0.36 4.73
C 0.66 1.90 0.21
C 0.10 0.52 0.53
C -0.39 -0.16 -0.73
O -0.88 -1.48 -0.43
C -1.65 -1.96 -1.50
N 1.15 -0.33 1.14
H 1.09 2.40 1.08
H -0.15 2.60 -0.07
H 1.36 1.91 -0.62
H -0.74 0.57 1.22
H 0.38 -0.32 -1.50
H -1.22 0.42 -1.17
H -1.85 -3.03 -1.39
H -1.20 -1.84 -2.49
H -2.63 -1.45 -1.51
H 1.94 -0.27 0.51
H 1.47 0.16 1.99

***

DFT (ωB97M-V/def2-TZVPD) results for a gas-phase ion, C8H12OPS (charge +1).

Output
LUMO energy in Ha: -0.1563
ΔE to the lowest compared entry with this formula, charge and spin in kcal per mole: 28.53
Kohn-Sham gap in Ha: 0.335
Multiplicity: 1
Charge: +1
DFT total energy in eV: -30653.7208

Geometry (Å):
C -2.96 -0.09 0.83
C -2.67 -0.15 -0.48
C -2.11 0.58 1.67
C -1.51 0.39 -0.98
C -0.90 1.10 1.19
C -0.66 1.06 -0.16
C 1.82 -1.33 0.69
C 2.86 -0.27 0.19
O 1.43 -0.56 -2.21
P 2.44 0.39 -1.50
S 0.85 1.93 -0.81
H -3.91 -0.66 1.07
H -3.09 -0.91 -1.09
H -2.33 0.73 2.83
H -1.40 0.61 -2.07
H -0.19 1.61 1.78
H 0.74 -1.09 0.25
H 2.19 -2.33 0.23
H 1.73 -1.32 1.76
H 3.79 -0.79 0.03
H 2.71 0.50 0.93
H 1.00 -1.34 -2.06
H 0.17 1.93 -2.09

***

DFT (ωB97M-V/def2-TZVPD) results for C4H7N3 in the gas phase.

Output
LUMO energy in Ha: 0.0403
ΔE to the lowest compared entry with this formula, charge and spin in kcal per mole: 12.20
Kohn-Sham gap in Ha: 0.343
Multiplicity: 1
Charge: 0
DFT total energy in eV: -8731.1503

Geometry (Å):
C 2.08 0.27 0.33
N 1.30 -0.02 -0.86
C -0.07 -0.10 -0.55
C -0.66 -0.82 0.52
C -1.98 -0.47 0.48
N -2.12 0.38 -0.56
N -0.96 0.63 -1.20
H 1.81 -0.47 1.08
H 3.15 0.17 0.12
H 1.88 1.26 0.77
H 1.44 0.67 -1.60
H -0.23 -1.52 1.24
H -2.80 -0.76 1.12
H -2.96 0.81 -0.89